Below is C4H11ClGaNO2Y as an isolated structure, with properties calculated with ωB97M-V/def2-TZVPD.

Output
Molecular weight = 299.2 g/mol
DFT total energy = -2787.49521 a.u.
2S+1 = 1
Total charge = -1

```
21
Properties=species:S:1:pos:R:3:forces:R:3:mulliken_charge:R:1
N -1.262368 -3.827019 0.919083 -0.0365 -1.0844 -1.3798 0.18
H -0.998541 -0.516234 2.338388 -0.1600 0.0718 0.1737 0.29
H 1.872521 3.713544 -0.768424 0.0757 -0.0009 0.0784 0.26
H 1.911890 0.215428 -2.257970 -0.0178 0.1608 -0.2405 0.21
Y 0.518188 -2.294566 1.160843 -0.9359 0.5606 -0.5480 1.42
H -0.432389 -1.318810 3.814283 -0.0175 0.0626 -0.0300 0.29
H -2.229934 0.800380 -1.796399 0.1867 0.4989 0.4059 0.24
O -2.174346 -4.616717 0.919601 1.3153 1.1936 -0.3327 -0.43
C 1.300876 0.990238 -2.743111 0.0075 0.0028 -0.2348 -0.93
O -0.617662 -3.560128 -0.242978 -1.2102 -0.6408 1.2436 -0.47
Ga 0.149733 1.901140 -1.395793 -1.0670 -0.5351 0.2957 -0.15
C -1.691419 1.537732 -1.170097 0.4028 -0.2929 0.1113 -0.71
H 1.965387 1.726051 -3.217539 -0.0127 -0.2720 0.0320 0.25
H -2.294365 2.014333 -0.373393 0.2557 -0.3481 -0.5035 0.22
H 0.475525 3.814144 0.307692 0.0527 -0.0633 0.0369 0.28
H 1.697469 2.557879 0.562756 0.0277 0.0852 -0.0328 0.25
H -1.793846 -1.998020 2.900744 0.1443 0.0940 -0.0287 0.25
C -0.820500 -1.503142 2.807412 -0.0281 0.3790 0.4589 -1.19
Cl 2.599322 -3.280199 1.951170 0.6375 -0.2539 0.2252 -0.57
C 1.150174 3.119548 -0.201004 0.1382 0.3749 0.1463 -0.97
H 0.674285 0.524419 -3.515266 0.2418 0.0071 0.1228 0.27
```
Forces are in eV/Å.

=====

Below is C4H9NO2 as an isolated structure, with properties calculated with ωB97M-V/def2-TZVPD.

Output
Molecular weight = 103.1 g/mol
DFT total energy = -362.88517 a.u.
2S+1 = 2
Total charge = -1

```
16
Properties=species:S:1:pos:R:3:forces:R:3:mulliken_charge:R:1
C 1.653600 -1.086522 -1.818570 -0.1210 -1.0433 -2.1592 -0.91
H -2.311130 -0.105900 0.691780 -0.4470 -0.5957 0.1447 0.29
H 2.511910 -0.947506 -1.139719 -0.6004 -0.0307 0.7072 0.21
H -0.971933 -0.392083 1.744560 -0.1929 0.9421 0.4888 0.28
H 1.813460 -2.060914 -2.307229 -0.0362 -0.1200 0.2532 0.32
O 0.555852 2.166641 0.564717 -2.4713 -2.5312 1.6272 -0.57
H -2.531417 -0.718559 2.441450 -0.3467 -0.3953 -0.6406 0.32
N 0.239949 -0.982955 -1.389413 2.0479 0.9255 1.0377 -0.68
H -0.332797 1.585343 0.855969 -0.2364 4.1435 0.2810 0.42
H -2.378348 0.917833 2.076870 1.0891 0.4115 0.1435 0.29
C 0.277745 0.272834 -0.930670 -1.8172 1.0055 0.4739 0.09
H 1.898657 -0.384104 -2.650810 -0.1064 0.1814 0.0800 0.27
C 0.553448 0.727517 0.436555 3.4369 -3.3932 -3.3247 0.04
O 0.968579 -0.088050 1.257311 0.2428 1.0537 1.1278 -0.65
H 0.067239 1.151276 -1.573426 0.2402 -0.0185 -0.3296 0.39
C -2.014814 -0.054849 1.740625 -0.6816 -0.5352 0.0890 -1.13
```
Forces are in eV/Å.

=====

- The lowest 2S+1 belongs to which entry?
  C4H11ClGaNO2Y